Entry from OMol25: a 2-piece molecular cluster, C3H9NO overall (ωB97M-V/def2-TZVPD).

Element x y z (Å)
C1 1.67048 0.03425 -0.87531
C2 0.31427 0.21569 -0.97435
N1 -0.36353 1.40279 -1.35321
C3 -1.78799 1.76108 -0.99813
H1 2.35212 0.81215 -0.51172
H2 1.95238 -1.02656 -1.11609
H3 -0.36129 -0.75254 -0.51484
H4 0.48243 2.12933 -1.18052
H5 -1.92519 2.56262 -1.75587
H6 -1.81863 2.45696 -0.17781
H7 -2.45347 0.91945 -0.96042
O1 0.93133 -3.46903 3.14073
H8 0.48695 -4.25985 3.48947
H9 0.52014 -2.78633 3.78807

Values from the calculation:
charge	0
energy above the lowest of the compared OMol25 structures with the same formula, charge and spin	85.24	kcal/mol
total energy	-249.5779	a.u.
Kohn-Sham gap	8.52	eV
HOMO	-7.621	eV

---

Entry from OMol25: one molecule with the formula C5H8N2 (ωB97M-V/def2-TZVPD).

Element x y z (Å)
C1 2.58878 0.18275 -0.03390
C2 1.31859 0.26536 0.47335
C3 0.32794 0.39882 -0.59905
N1 -0.84140 -0.20320 0.03619
C4 -2.18887 -0.26539 -0.48169
C5 -0.50357 -0.32245 1.36022
N2 0.71416 -0.00859 1.70287
H1 2.73985 -0.56398 -0.81537
H2 3.48430 0.53277 0.44647
H3 1.14991 0.15103 -1.39412
H4 0.09741 1.42353 -0.91803
H5 -2.24828 -1.00035 -1.28758
H6 -2.88203 -0.56818 0.31225
H7 -2.52436 0.70648 -0.86909
H8 -1.23244 -0.72860 2.06748

Values from the calculation:
charge	0
energy above the lowest of the compared OMol25 structures with the same formula, charge and spin	74.44	kcal/mol
total energy	-304.7169	a.u.
Kohn-Sham gap	8.42	eV
HOMO	-7.706	eV

---

Entry from OMol25: one molecule with the formula C4H7FO (ωB97M-V/def2-TZVPD).

Element x y z (Å)
C1 0.15081 -0.96558 -1.31911
C2 -0.23885 -0.12443 -0.05844
C3 -0.34214 1.17019 -0.19735
F1 -0.24656 1.55557 -1.52936
C4 -0.35569 -0.78489 1.26686
O1 0.93563 -0.76829 1.80253
H1 0.44725 -0.36414 -2.19693
H2 -0.76239 -1.53055 -1.56947
H3 0.97536 -1.64269 -1.12179
H4 -0.37088 2.10832 0.41006
H5 -1.10509 -0.26220 1.95738
H6 -0.68010 -1.81692 1.18371
H7 0.94521 -0.11736 2.52926

Values from the calculation:
charge	0
energy above the lowest of the compared OMol25 structures with the same formula, charge and spin	32.66	kcal/mol
total energy	-331.6573	a.u.
Kohn-Sham gap	10.11	eV
HOMO	-9.336	eV

---

Entry from OMol25: one molecule with the formula C4H8O2 (ωB97M-V/def2-TZVPD).

Element x y z (Å)
C1 -1.90679 0.33733 0.54292
C2 -0.65520 0.23586 -0.32657
C3 0.50785 -0.33726 0.47432
C4 1.78931 -0.50925 -0.31116
O1 2.57322 -1.40765 -0.15808
O2 1.99800 0.47701 -1.19896
H1 -2.40107 -0.63741 0.65164
H2 -2.70910 0.93000 0.08682
H3 -1.75601 0.73094 1.55167
H4 -0.39997 1.22935 -0.68434
H5 -0.89532 -0.40326 -1.18148
H6 0.74647 0.35436 1.28110
H7 0.25061 -1.30940 0.88197
H8 2.85800 0.30939 -1.60986

Values from the calculation:
charge	0
energy above the lowest of the compared OMol25 structures with the same formula, charge and spin	0.97	kcal/mol
total energy	-307.7109	a.u.
Kohn-Sham gap	11.19	eV
HOMO	-10.403	eV